# 1
The following is a DFT calculation (the ωB97M-V functional and the def2-TZVPD basis) of a cluster of 6 separate species, C22H44Cl2O10S5 in total.

Geometry as XYZ:
```
83
C22H44Cl2O10S5, DFT the ωB97M-V functional and the def2-TZVPD basis
O -2.6679 -4.9492 -1.9023
S -2.4109 -4.3723 -3.2028
O -3.1920 -4.7480 -4.3431
C -2.5354 -2.5587 -2.9224
C -1.0698 -2.0631 -2.9718
C -0.1269 -3.2321 -2.6512
C -0.6241 -4.4536 -3.4219
H -3.0337 -2.5513 -1.9565
H -3.1529 -2.1275 -3.7038
H -0.9015 -1.7405 -4.0002
H -0.9230 -1.1970 -2.3300
H -0.1391 -3.5696 -1.6107
H 0.9014 -3.0373 -2.9529
H -0.2402 -5.4626 -3.3033
H -0.4755 -4.2643 -4.4952
O 5.3986 3.9433 1.5709
S 5.3719 3.0617 0.4355
O 4.9037 3.4933 -0.8744
C 6.9218 2.1186 0.3201
C 6.7357 0.9557 1.2914
C 5.3513 0.3966 1.0285
C 4.4101 1.5710 0.9465
H 7.8112 2.7483 0.3729
H 7.0552 1.7434 -0.7021
H 7.5984 0.2937 1.2324
H 6.8095 1.4348 2.2757
H 4.9847 -0.4054 1.6762
H 5.3149 -0.1746 0.0892
H 4.0476 1.8035 1.9527
H 3.4790 1.4633 0.3957
O -3.1353 0.2573 -4.8979
S -2.2869 1.4006 -4.9728
O -0.8977 1.3264 -5.3243
C -3.1135 2.7800 -5.9307
C -3.6154 3.7715 -4.8987
C -3.6172 3.1420 -3.4932
C -2.4524 2.2145 -3.3444
H -3.7228 2.3641 -6.7291
H -2.2198 3.1231 -6.4582
H -3.0406 4.6988 -4.9144
H -4.6383 4.1147 -5.0613
H -4.5254 2.5268 -3.3991
H -3.7694 3.8202 -2.6536
H -2.3683 1.4362 -2.5945
H -1.5661 2.8536 -3.2347
O -3.0371 0.1483 1.6355
S -3.2266 -1.2813 1.5352
O -3.7816 -1.7807 0.2792
C -1.6733 -2.1083 2.1482
C -2.1344 -3.2669 3.0357
C -3.6680 -3.3633 3.1227
C -4.2209 -1.9380 2.9162
H -1.2627 -1.3134 2.7710
H -0.9946 -2.2443 1.3100
H -1.6947 -4.1392 2.5453
H -1.6543 -3.1710 4.0074
H -3.9663 -3.7252 4.1020
H -4.0786 -3.9698 2.3177
H -3.9560 -1.3144 3.7755
H -5.2949 -1.8313 2.7974
O 0.5575 2.6247 5.1368
S 1.4402 1.9457 4.2265
O 2.0809 2.6864 3.1689
C 2.5425 0.8928 5.2535
C 2.8524 -0.2997 4.3717
C 1.4845 -0.7114 3.7591
C 0.6147 0.5067 3.4885
H 1.9417 0.6956 6.1452
H 3.4176 1.3940 5.6694
H 3.4804 0.1301 3.5825
H 3.4180 -1.1378 4.7669
H 0.9412 -1.3714 4.4462
H 1.5836 -1.4176 2.9306
H -0.2923 0.5475 4.0937
H 0.3761 0.7161 2.4502
Cl 1.0367 0.0073 -0.1217
C -0.4488 1.0541 -0.1867
C -0.1287 2.5319 0.0741
Cl -1.7118 3.3382 -0.0661
H -1.0506 0.7471 0.6633
H -0.9799 0.8395 -1.1043
H 0.6680 3.0020 -0.4962
H 0.1872 2.6267 1.1132
```

Summary:
Net charge ... 0
Highest occupied orbital energy ... -9.8 eV
Structure (SMILES) ... O=S1(=O)CCCC1.O=S1(=O)CCCC1.O=S1(=O)CCCC1.O=S1(=O)CCCC1.O=S1(=O)CCCC1.ClCCCl
HOMO-LUMO gap ... 9.84 eV
Total energy ... -4528.27151 Ha

# 2
The following is a DFT calculation (the ωB97M-V functional and the def2-TZVPD basis) of a structure of composition C13H30FO11S3Tl.

Geometry as XYZ:
```
59
C13H30FO11S3Tl, DFT the ωB97M-V functional and the def2-TZVPD basis
Tl -3.5078 -0.1360 0.8686
F -0.9821 0.4198 -0.4204
O 3.0126 4.4805 -1.5224
C 2.8195 3.3204 -1.7047
O 1.7732 2.6530 -1.2154
C 1.8028 1.2786 -1.5754
C 3.3078 0.9908 -1.8247
C 3.8133 2.3435 -2.3374
H 1.2470 1.0651 -2.4874
H 1.4543 0.6264 -0.7722
H 3.4894 0.1690 -2.5175
H 3.8371 0.6913 -0.9208
H 3.7422 2.4109 -3.4240
H 4.8184 2.5657 -1.9881
O -1.5537 -1.2553 2.7838
S -0.5894 -1.5205 3.8134
O -0.1794 -2.8554 4.1251
O 0.7638 -0.6689 3.5087
C 0.6214 0.6900 3.1099
C 1.9641 1.3831 3.1542
C -1.1028 -0.7093 5.3995
H -0.1050 1.2183 3.7341
H 0.2583 0.7688 2.0764
H 2.4541 1.3675 4.1243
H 1.7668 2.3942 2.7893
H 2.6603 0.9414 2.4391
H -1.7110 0.1355 5.0728
H -0.2762 -0.2607 5.9456
H -1.6496 -1.4345 5.9919
O -3.0801 4.9623 -0.3966
S -2.7734 3.5975 -0.6520
O -3.6999 2.5441 -0.3116
O -2.5374 3.4573 -2.2856
C -2.2477 2.1824 -2.8038
C -2.5337 2.1966 -4.3005
C -1.1069 3.2964 -0.0651
H -2.8988 1.4149 -2.3580
H -1.2050 1.8646 -2.5829
H -1.9462 1.3970 -4.7524
H -2.2209 3.1465 -4.7275
H -3.6014 1.9974 -4.4050
H -0.4506 3.6853 -0.8416
H -0.9806 2.2285 0.1128
H -0.9321 3.8443 0.8588
O -0.8328 -3.5600 -1.9517
S -0.7656 -3.1116 -0.5698
O -1.9374 -2.4776 -0.0238
O -0.4634 -4.3540 0.4110
C 0.3011 -5.4531 -0.1287
C -0.7150 -6.5258 -0.5763
C 0.7708 -2.1664 -0.3010
H 1.0312 -5.8660 0.5592
H 0.7692 -5.0973 -1.0508
H -0.3145 -7.2134 -1.3257
H -1.4885 -6.0287 -1.1698
H -1.2263 -7.0908 0.1991
H 1.6019 -2.8464 -0.1331
H 0.6289 -1.5120 0.5571
H 0.9057 -1.5856 -1.2109
```

Summary:
Net charge ... +2
Highest occupied orbital energy ... -16.2 eV
HOMO-LUMO gap ... 2.30 eV
Total energy ... -2806.95429 Ha

# 3
The following is a DFT calculation (the ωB97M-V functional and the def2-TZVPD basis) of a cluster of 2 separate species, C4HNO3 in total.

Geometry as XYZ:
```
9
C4HNO3, DFT the ωB97M-V functional and the def2-TZVPD basis
C -3.2194 -0.0304 0.2698
C -2.0498 -0.3729 0.3779
C 0.6099 -1.0171 -0.3762
C 2.2378 0.8368 0.0136
N 1.0583 0.0808 -0.2907
O 2.7141 0.4715 1.1007
O 0.4106 -2.1382 -0.7226
O 2.5538 1.6719 -0.8066
H -4.3152 0.4975 0.4342
```

Summary:
Net charge ... -2
Highest occupied orbital energy ... -0.7 eV
HOMO-LUMO gap ... 7.55 eV
Total energy ... -433.38224 Ha

# 4
The following is a DFT calculation (the ωB97M-V functional and the def2-TZVPD basis) of a cluster of 6 separate species, C28H59N2O11PS5 in total.

Geometry as XYZ:
```
106
C28H59N2O11PS5, DFT the ωB97M-V functional and the def2-TZVPD basis
C 2.1598 2.1886 2.0926
N 1.7976 2.2115 0.6773
C 2.7033 2.8419 -0.2570
P 3.2233 4.6306 -0.0488
C 1.8735 5.4188 0.9410
C 0.9026 6.2354 0.0739
C -0.1254 5.3888 -0.6754
C -1.0851 4.6521 0.2622
N -2.3797 4.3972 -0.4006
C -3.1103 3.3422 0.2537
C -3.7653 2.3518 -0.6760
O -3.1690 3.2333 1.4590
H 1.4296 2.7378 2.6977
H 2.1382 1.1543 2.4489
H 3.1546 2.6012 2.2625
H 0.8607 2.5399 0.5293
H 2.2456 2.7938 -1.2483
H 3.6259 2.2548 -0.3198
H 4.2123 4.5015 0.9480
H 2.3900 6.1025 1.6226
H 1.3331 4.7130 1.5744
H 1.4789 6.8383 -0.6336
H 0.3601 6.9459 0.7110
H -0.7061 6.0142 -1.3583
H 0.4051 4.6549 -1.2932
H -1.1992 5.2129 1.1993
H -0.6763 3.6870 0.5559
H -2.9367 5.2434 -0.3007
H -3.3649 2.4262 -1.6822
H -3.5929 1.3475 -0.2830
H -4.8441 2.5223 -0.6786
O 3.8148 -1.1873 1.0812
S 2.9100 -1.7951 2.0274
O 2.9366 -1.3831 3.4132
C 1.2512 -1.6753 1.3905
C 1.0760 -2.9447 0.5678
C 1.6798 -4.0757 1.4141
C 3.0476 -3.5858 1.9150
H 1.1695 -0.7538 0.8148
H 0.5694 -1.6443 2.2302
H 0.0260 -3.1170 0.3387
H 1.6136 -2.8623 -0.3708
H 1.0277 -4.2903 2.2651
H 1.7863 -4.9941 0.8384
H 3.3139 -3.9631 2.8988
H 3.8466 -3.8008 1.2082
O 3.0496 -3.4217 -4.1467
S 1.8248 -2.7764 -3.7460
O 1.2237 -3.1082 -2.4753
C 2.0280 -1.0044 -3.8796
C 1.6012 -0.6878 -5.3082
C 0.3335 -1.5108 -5.5609
C 0.6129 -2.9380 -5.0661
H 3.0625 -0.7605 -3.6488
H 1.3619 -0.5453 -3.1492
H 1.4184 0.3764 -5.4381
H 2.3866 -0.9868 -6.0059
H -0.4980 -1.0801 -5.0024
H 0.0577 -1.5100 -6.6136
H -0.2650 -3.4312 -4.6564
H 1.0651 -3.5639 -5.8329
O -1.7284 -1.2788 2.1285
S -1.8436 -1.2483 3.5675
O -1.1374 -2.2109 4.3761
C -1.4987 0.4109 4.1406
C -2.8524 1.1112 4.0850
C -3.8668 0.1060 4.6516
C -3.5959 -1.2474 3.9821
H -0.7374 0.8481 3.4974
H -1.1252 0.3277 5.1611
H -2.8383 2.0405 4.6503
H -3.1005 1.3617 3.0533
H -3.7306 0.0167 5.7312
H -4.8924 0.4265 4.4761
H -3.7912 -2.0964 4.6324
H -4.1404 -1.3618 3.0472
O -0.9844 1.3557 -5.6208
S -1.1492 1.5353 -7.0436
O -0.4013 0.7274 -7.9724
C -2.8971 1.4599 -7.4247
C -3.3741 2.8996 -7.2661
C -2.2983 3.7758 -7.9233
C -0.9364 3.2836 -7.4191
H -3.3684 0.7529 -6.7462
H -2.9884 1.1131 -8.4538
H -4.3512 3.0443 -7.7239
H -3.4600 3.1460 -6.2058
H -2.3518 3.6677 -9.0080
H -2.4391 4.8301 -7.6916
H -0.1457 3.3757 -8.1592
H -0.6377 3.7712 -6.4934
O 0.5614 -7.3691 7.7125
S 0.7292 -7.2065 6.2896
O 0.4439 -8.3037 5.4001
C -0.1526 -5.7379 5.7683
C 0.8648 -4.6139 5.9186
C 2.1848 -5.1688 5.3690
C 2.3831 -6.5655 5.9695
H -1.0386 -5.6284 6.3886
H -0.4400 -5.8837 4.7270
H 0.5430 -3.7197 5.3874
H 0.9797 -4.3565 6.9739
H 2.1199 -5.2441 4.2816
H 3.0249 -4.5169 5.6047
H 2.8858 -7.2578 5.2991
H 2.9019 -6.5334 6.9254
```

Summary:
Net charge ... 0
Highest occupied orbital energy ... -8.1 eV
Structure (SMILES) ... CNCPCCCCNC(C)=O.O=S1(=O)CCCC1.O=S1(=O)CCCC1.O=S1(=O)CCCC1.O=S1(=O)CCCC1.O=S1(=O)CCCC1
HOMO-LUMO gap ... 8.23 eV
Total energy ... -4371.64737 Ha

> Look up the total energy of the first one.

-4528.27151 Ha

> Which formula does entry 4 have?

C28H59N2O11PS5

Copy entry 3 word for word.
The following is a DFT calculation (the ωB97M-V functional and the def2-TZVPD basis) of a cluster of 2 separate species, C4HNO3 in total.

Geometry as XYZ:
```
9
C4HNO3, DFT the ωB97M-V functional and the def2-TZVPD basis
C -3.2194 -0.0304 0.2698
C -2.0498 -0.3729 0.3779
C 0.6099 -1.0171 -0.3762
C 2.2378 0.8368 0.0136
N 1.0583 0.0808 -0.2907
O 2.7141 0.4715 1.1007
O 0.4106 -2.1382 -0.7226
O 2.5538 1.6719 -0.8066
H -4.3152 0.4975 0.4342
```

Summary:
Net charge ... -2
Highest occupied orbital energy ... -0.7 eV
HOMO-LUMO gap ... 7.55 eV
Total energy ... -433.38224 Ha

> What is the net charge in the first record?

0